13
Properties=species:S:1:pos:R:3:forces:R:3 method="wB97M-V/def2-TZVPD" homo_lumo_gap_ev=9.1 homo_ev=-14.6 total_charge=+1 relative_energy_kcal_mol=103.7 lumo_energy_ev=-5.5
H -2.285796 -0.459166 1.080942 0.70 0.28 -1.23
H -0.281947 1.426885 -1.537990 -0.07 2.16 -1.06
N -0.573934 0.364175 0.115815 0.82 0.64 1.23
H 0.303598 0.754147 1.954217 0.37 0.02 1.64
C 0.385893 0.749964 0.913741 -1.88 -0.57 -0.40
H -1.174736 -1.669118 0.631010 1.33 0.69 0.21
C 0.204486 0.636968 -1.076574 -0.54 0.23 1.81
C 2.191210 -0.104493 0.000781 5.20 -1.48 -0.66
O 3.095147 -0.818220 0.009898 -1.47 0.34 0.27
C 1.353789 0.878602 -0.109178 -0.64 2.04 -0.52
C -1.493620 -0.664126 0.293455 -2.28 -1.20 4.57
H -1.895966 -0.946540 -0.575786 -2.12 -0.23 -3.51
H 0.171871 -0.149080 -1.700331 0.59 -2.91 -2.34